Record 1
{"formula": "C10H22N3", "method": "the ωB97M-V functional and the def2-TZVPD basis", "species": ["C", "N", "C", "C", "C", "C", "C", "N", "N", "C", "C", "C", "C", "H", "H", "H", "H", "H", "H", "H", "H", "H", "H", "H", "H", "H", "H", "H", "H", "H", "H", "H", "H", "H", "H"], "positions_angstrom": [[-1.94485, -2.41151, 1.54086], [-0.80654, -1.75400, 0.87498], [0.37103, -1.75666, 1.27158], [0.94569, -2.56670, 2.37998], [1.14409, -0.78727, 0.29844], [1.90924, 0.20902, 1.17776], [1.91469, -1.39081, -0.88260], [-0.02684, -0.10361, -0.33462], [0.02389, 1.11618, -0.27238], [-0.63932, 2.00962, -1.18102], [-1.14406, 1.32654, -2.44761], [-1.77114, 2.85402, -0.48263], [0.51515, 2.84737, -1.49780], [-2.82414, -2.29186, 0.86074], [-2.07970, -2.01100, 2.59514], [-1.67783, -3.46766, 1.53033], [0.73746, -3.57772, 2.36491], [0.40812, -2.28863, 3.23865], [2.07831, -2.69045, 2.36721], [2.82060, 0.46647, 0.64316], [2.13271, -0.37056, 2.07848], [1.27339, 1.04680, 1.53615], [1.40441, -2.18277, -1.34830], [2.83697, -1.78076, -0.47427], [2.32267, -0.57929, -1.53886], [-0.68194, -0.60987, -1.00647], [-1.83612, 0.58363, -1.94863], [-1.53280, 2.00593, -3.11496], [-0.47916, 0.70455, -3.00218], [-2.33696, 3.46947, -1.14001], [-1.29123, 3.63502, 0.20587], [-2.56033, 2.27431, -0.02980], [0.20437, 3.67436, -2.15939], [1.02676, 3.20645, -0.65587], [1.18266, 2.24275, -2.07162]], "atomic_forces_ev_per_a": [[0.667, 0.089, -0.300], [-3.031, -0.008, 0.847], [1.365, -0.659, -1.921], [2.361, 0.778, -1.116], [-0.753, -0.818, 1.441], [-0.285, -0.739, 0.313], [1.601, 1.758, 1.378], [0.182, 1.458, -2.149], [-0.801, -0.514, 0.946], [-1.826, 0.379, -0.671], [-0.654, -2.562, 3.398], [1.646, 0.564, 1.115], [0.410, 1.674, -2.139], [0.542, 0.088, 1.054], [-0.105, -0.570, -1.347], [-0.425, -0.288, 0.536], [-1.264, -2.347, -0.940], [0.262, 0.857, 1.838], [-1.321, 1.263, 0.634], [0.024, 0.656, 0.392], [0.591, 0.254, -0.146], [0.800, -0.495, -0.576], [-0.759, -0.756, -0.930], [0.244, -0.491, 0.237], [-0.890, -0.656, 0.158], [1.196, 0.516, 0.942], [-0.526, 0.800, -1.546], [-1.552, 1.345, -1.217], [1.230, -0.241, -0.144], [0.022, 0.375, -1.364], [-0.729, -1.520, -0.472], [0.191, -0.465, 0.684], [0.163, -0.168, 0.338], [0.574, 0.701, 1.186], [0.851, -0.257, -0.457]], "e_above_lowest_kcal_mol": 106.7, "e_homo_ev": -13.05, "orbital_gap_ha": 0.3314, "smiles": "C/N=C(\\C)C(C)(C)/[NH+]=N/C(C)(C)C", "molar_mass_g_mol": 184.31, "charge": 1, "e_tot_ev": -15187.16314}


Record 2
{"formula": "C10H22N3O7S6Sc", "method": "the ωB97M-V functional and the def2-TZVPD basis", "species": ["Sc", "C", "C", "S", "C", "C", "S", "C", "C", "S", "C", "C", "S", "H", "H", "H", "H", "H", "H", "H", "H", "H", "H", "H", "H", "H", "H", "H", "H", "O", "S", "O", "O", "O", "O", "N", "O", "O", "C", "N", "C", "N", "S", "H", "H", "H", "H", "H", "H"], "positions_angstrom": [[1.28089, -0.04010, 0.27920], [-3.45723, -0.75819, 0.06091], [-2.92521, 0.28081, -0.92068], [-1.28579, -0.19276, -1.53579], [-1.13194, 1.00526, -2.86960], [-1.02202, 2.45920, -2.42335], [0.20655, 2.72674, -1.11304], [-0.86695, 3.47512, 0.15387], [-0.35180, 3.21433, 1.55713], [-0.38029, 1.48762, 2.06502], [-2.14225, 1.21401, 2.38543], [-2.45848, -0.25426, 2.63374], [-2.24387, -1.38544, 1.24328], [-3.79087, -1.63613, -0.49335], [-4.32465, -0.36512, 0.59637], [-2.87006, 1.26801, -0.46578], [-3.59623, 0.34784, -1.78082], [-1.97381, 0.89435, -3.55604], [-0.23241, 0.69469, -3.39949], [-1.97779, 2.83557, -2.06124], [-0.74429, 3.06872, -3.28373], [-1.87039, 3.07028, 0.03505], [-0.91764, 4.55124, -0.01782], [-0.92213, 3.79937, 2.28079], [0.69392, 3.50939, 1.65237], [-2.75280, 1.61795, 1.57836], [-2.37916, 1.77242, 3.29325], [-3.48735, -0.32843, 2.99162], [-1.80720, -0.66431, 3.40924], [2.43879, -3.04024, 2.07173], [1.29475, -2.17726, 1.96524], [0.14218, -2.52929, 2.74986], [0.90073, -2.03820, 0.46574], [1.66441, -0.70868, 2.19934], [3.50439, 0.02038, 0.23357], [3.51138, 1.14400, 0.82303], [4.44380, 1.57530, 1.40937], [2.39394, 1.77579, 0.74615], [3.65954, -3.64698, -0.66743], [3.37127, -2.37776, -1.32453], [2.23239, -2.08940, -1.92576], [1.32679, -3.05729, -2.11791], [1.90983, -0.47233, -2.42435], [4.73157, -3.71579, -0.50968], [3.36385, -4.47270, -1.31452], [3.15061, -3.70421, 0.29983], [3.94519, -1.57803, -1.09028], [1.33093, -3.84109, -1.48478], [0.41492, -2.73440, -2.39953]], "atomic_forces_ev_per_a": [[-0.589, 0.052, -0.317], [-0.034, 0.035, 0.014], [-0.036, 0.019, -0.044], [0.002, -0.264, 0.056], [0.073, -0.020, -0.019], [0.041, 0.021, -0.068], [-0.048, 0.022, -0.003], [0.087, 0.059, -0.005], [0.006, 0.032, -0.003], [0.227, -0.171, 0.116], [-0.030, 0.076, 0.007], [0.014, -0.056, -0.012], [0.098, -0.063, 0.085], [0.007, 0.003, -0.007], [-0.014, 0.000, -0.035], [0.016, 0.015, 0.048], [0.014, 0.026, 0.000], [-0.006, -0.011, 0.019], [-0.038, 0.046, -0.013], [-0.021, -0.018, -0.003], [-0.006, 0.012, 0.013], [-0.030, -0.019, 0.007], [0.006, -0.001, -0.022], [-0.007, -0.009, 0.001], [-0.001, 0.008, -0.013], [0.013, -0.022, -0.034], [-0.005, 0.048, -0.013], [0.003, 0.003, 0.017], [0.009, 0.003, -0.043], [0.011, 0.001, 0.188], [-0.293, 0.242, -0.044], [0.050, -0.024, -0.017], [0.099, 0.088, 0.018], [0.007, 0.034, -0.178], [-0.110, -0.058, 0.136], [-0.155, 0.011, -0.049], [0.565, 0.239, 0.109], [-0.084, -0.142, 0.203], [-0.039, -0.068, -0.060], [0.063, 0.008, 0.015], [0.069, -0.014, 0.212], [-0.010, 0.013, -0.220], [-0.074, -0.001, 0.200], [0.034, 0.026, 0.010], [0.042, -0.002, -0.039], [0.070, -0.024, -0.156], [-0.005, -0.120, -0.082], [0.001, -0.029, 0.025], [0.013, -0.006, 0.001]], "e_above_lowest_kcal_mol": 6.8, "e_homo_ev": -8.74, "orbital_gap_ha": 0.3214, "molar_mass_g_mol": 533.66, "charge": 0, "e_tot_ev": -115244.73703}


Record 3
{"formula": "C10H23BeF6N2O8P", "method": "the ωB97M-V functional and the def2-TZVPD basis", "species": ["Be", "C", "O", "O", "O", "P", "F", "F", "F", "F", "F", "F", "O", "C", "O", "O", "H", "C", "C", "C", "O", "C", "N", "H", "H", "H", "H", "H", "H", "H", "H", "H", "H", "H", "C", "C", "C", "O", "C", "N", "H", "H", "H", "H", "H", "H", "H", "H", "H", "H", "H"], "positions_angstrom": [[-0.65237, 7.27268, -25.76138], [-1.94562, 8.88970, -23.53680], [-2.30941, 9.44556, -22.45488], [-1.12946, 7.89364, -23.48767], [-2.29821, 9.27117, -24.70598], [-3.38802, 5.99684, -27.39178], [-3.81713, 5.59080, -28.88202], [-4.94598, 5.70190, -26.95336], [-2.98138, 4.43570, -27.07683], [-2.87786, 6.33009, -25.88071], [-1.80816, 6.17278, -27.85362], [-3.66088, 7.58206, -27.69314], [-0.29286, 10.38846, -29.22928], [-0.84798, 9.87434, -28.06338], [-0.38603, 8.75213, -27.69941], [-1.63234, 10.57036, -27.43783], [0.27745, 9.60047, -29.29178], [1.85577, 9.78145, -23.94058], [2.34413, 9.09837, -25.22053], [3.91193, 9.22832, -25.24412], [4.43056, 8.67069, -26.41853], [5.73818, 8.16905, -26.36166], [1.97999, 7.67822, -25.21158], [0.76697, 9.69364, -23.94047], [2.10003, 10.84258, -23.99221], [2.24618, 9.28078, -23.05416], [2.03490, 9.59707, -26.13988], [4.31351, 8.77087, -24.33071], [4.25796, 10.26630, -25.17553], [6.43308, 8.98344, -26.58563], [5.83072, 7.28919, -26.99791], [6.05571, 7.80887, -25.37690], [2.63839, 7.40129, -24.48390], [2.44560, 7.28176, -26.02378], [0.48384, 2.66465, -25.32014], [0.51591, 4.14594, -25.57162], [0.67397, 4.56252, -27.05536], [1.12506, 5.92247, -27.16156], [1.38843, 6.23858, -28.51377], [-0.77840, 4.73713, -25.16853], [1.24349, 2.09637, -25.87023], [-0.39928, 2.09504, -25.61581], [0.72090, 2.41592, -24.28404], [1.35147, 4.57834, -25.02021], [-0.23767, 4.46477, -27.64836], [1.43384, 3.92563, -27.52231], [1.93552, 7.17515, -28.37850], [0.47727, 6.49097, -29.05775], [2.05504, 5.49171, -28.94986], [-0.68545, 4.72932, -24.15543], [-1.48682, 4.03702, -25.35564]], "atomic_forces_ev_per_a": [[-1.672, 1.993, 1.720], [-1.310, 1.924, -1.008], [0.080, -0.225, 0.109], [2.821, -3.355, -1.255], [0.213, -0.317, -0.306], [-0.290, 0.895, 0.126], [0.409, -0.006, -0.459], [1.194, 0.455, 0.430], [-0.523, -0.484, -0.119], [-0.595, 0.464, -0.111], [0.083, 0.354, -0.269], [0.043, -1.731, 0.356], [0.681, -1.541, 0.024], [-2.220, 2.189, 2.983], [1.321, -2.306, 0.235], [0.185, 0.058, -1.051], [0.531, 0.463, -1.204], [-0.795, -0.100, -1.246], [1.730, 1.016, 0.263], [-0.695, 0.586, 0.450], [-0.043, -1.122, -0.296], [0.182, 0.291, 0.531], [0.726, 0.467, -0.214], [-0.057, -0.015, 0.331], [0.156, -0.006, 0.324], [0.091, 0.132, 0.061], [-0.659, -0.092, 0.145], [0.087, -0.509, -0.050], [-0.372, 0.282, -0.044], [0.294, -0.225, -0.463], [0.044, 0.353, -0.481], [-0.440, 0.062, 0.339], [-0.728, -0.923, 0.578], [-0.418, -0.158, -0.302], [1.150, -1.718, -0.345], [-1.164, 0.566, -1.803], [0.769, -0.396, 0.083], [-0.921, -1.432, 0.687], [0.417, 1.567, 0.739], [1.747, 0.565, 1.355], [0.410, 0.374, -0.147], [-0.513, 0.659, 0.115], [-0.352, 0.222, 0.174], [-0.156, 0.265, 0.070], [-0.271, -0.169, 0.359], [0.201, -0.060, -0.070], [0.084, 0.067, -0.656], [-0.012, -0.462, -0.143], [-0.247, -0.130, -0.265], [-0.724, 0.706, 0.219], [-0.474, 0.507, -0.499]], "e_above_lowest_kcal_mol": 62.6, "e_homo_ev": 0.13, "orbital_gap_ha": 0.1387, "molar_mass_g_mol": 453.27, "charge": -2, "e_tot_ev": -56102.99243}


Record 4
{"formula": "C10H23N2", "method": "the ωB97M-V functional and the def2-TZVPD basis", "species": ["C", "N", "C", "C", "N", "C", "C", "C", "C", "C", "C", "C", "H", "H", "H", "H", "H", "H", "H", "H", "H", "H", "H", "H", "H", "H", "H", "H", "H", "H", "H", "H", "H", "H", "H"], "positions_angstrom": [[2.41919, 1.66371, -0.33726], [2.10150, 0.24626, -0.11176], [3.33178, -0.56722, 0.18199], [0.95863, -0.48563, -0.10563], [1.01460, -1.72180, 0.38980], [-0.38572, -0.08132, -0.67838], [-0.44167, 1.14605, -1.59271], [-0.85268, -1.27051, -1.53987], [-1.46678, 0.16256, 0.56811], [-0.92426, 1.15320, 1.58329], [-1.63422, -1.07677, 1.38730], [-2.81820, 0.49120, 0.05575], [1.67729, 2.36676, 0.01567], [3.37705, 1.70597, 0.17838], [2.54896, 1.66408, -1.46920], [3.25283, -1.41957, -0.41388], [4.19242, 0.10754, -0.15370], [3.48813, -0.90507, 1.18669], [0.17398, -2.28547, 0.51346], [1.83905, -1.89646, 0.94711], [-1.17935, 0.77998, -2.31856], [0.37851, 1.26654, -2.17799], [-0.85662, 2.13365, -1.19528], [-1.89434, -1.16337, -1.79100], [-0.74839, -2.34090, -1.05559], [-0.11515, -1.24815, -2.45380], [-0.37399, 2.07411, 1.45032], [-0.33808, 0.55016, 2.27353], [-1.81571, 1.47404, 2.08591], [-1.85025, -1.88779, 0.60942], [-2.53482, -0.97446, 1.97824], [-0.94408, -1.42455, 2.01231], [-3.31864, -0.33945, -0.39310], [-2.82422, 1.34940, -0.46086], [-3.43676, 0.75330, 0.83129]], "atomic_forces_ev_per_a": [[-0.002, -1.246, -2.095], [-0.916, -2.869, 1.552], [0.700, 2.879, -1.030], [0.280, 1.562, -0.199], [0.793, 0.417, 0.289], [-1.286, 0.351, 1.777], [-3.378, 0.005, 1.080], [2.331, -2.076, -0.495], [2.899, -0.257, -0.571], [-0.059, 0.055, 0.828], [-3.995, -1.361, -3.787], [0.659, -1.889, 0.212], [-0.068, -0.044, 0.029], [-0.288, 1.122, -0.212], [0.128, 1.034, 1.451], [0.366, -1.386, -1.205], [-0.996, -1.516, 0.579], [-0.096, 0.361, 0.929], [0.654, 0.425, -0.100], [-0.463, -0.676, 0.102], [-0.135, 0.800, -0.031], [2.755, 0.627, -1.417], [0.950, -1.463, -0.163], [-0.139, 0.153, -0.504], [-0.215, 2.214, -1.140], [-1.832, -0.385, 1.314], [0.184, 0.172, -1.173], [0.173, 0.382, 0.345], [-0.331, 0.232, 0.885], [-0.112, 0.540, 1.361], [-0.304, -0.061, 0.141], [3.320, -0.898, 2.421], [-0.156, -0.376, -0.825], [-0.031, 2.839, -2.794], [-1.390, 0.332, 2.443]], "e_above_lowest_kcal_mol": 19.5, "e_homo_ev": -13.90, "orbital_gap_ha": 0.4092, "smiles": "CN(C)C(=[NH2+])C(C)(C)C(C)(C)C", "molar_mass_g_mol": 171.31, "charge": 1, "e_tot_ev": -13715.11773}


Record 5
{"formula": "C10H23N3O3", "method": "the ωB97M-V functional and the def2-TZVPD basis", "species": ["C", "C", "N", "C", "C", "N", "C", "O", "O", "H", "H", "H", "H", "H", "H", "H", "H", "H", "C", "N", "C", "C", "C", "C", "O", "H", "H", "H", "H", "H", "H", "H", "H", "H", "H", "H", "H", "H", "H"], "positions_angstrom": [[-2.94841, 0.00636, 2.16922], [-2.61788, 1.56082, 2.34180], [-2.70961, 2.07022, 3.57124], [-2.14224, 2.56121, 1.19433], [-2.72425, 2.24999, -0.26559], [-4.07872, 1.62811, -0.28151], [-1.63796, 1.44454, -1.17595], [-1.73349, 0.18331, -1.35758], [-0.64714, 2.24230, -1.76240], [-2.33964, -0.52909, 1.36180], [-2.91688, -0.54416, 3.18632], [-4.05417, -0.05733, 1.82919], [-3.02393, 1.33217, 4.22409], [-0.99643, 2.56930, 1.13444], [-2.44225, 3.62816, 1.52062], [-2.83495, 3.27364, -0.79919], [-4.55468, 1.73646, -1.18369], [-4.65940, 1.91996, 0.51367], [1.25231, -2.36607, -0.37436], [1.89269, -0.99885, -0.52188], [1.39838, -0.12402, 0.61404], [1.46507, -0.38335, -1.82941], [3.42156, -1.08625, -0.41348], [4.10762, -1.89988, -1.51161], [3.66074, -3.24875, -1.50729], [0.18480, -2.22120, -0.19412], [1.37546, -2.92422, -1.29946], [1.71058, -2.87748, 0.47188], [0.31115, -0.04859, 0.54387], [1.85277, 0.86190, 0.51286], [1.68902, -0.58902, 1.55733], [1.75319, -1.04422, -2.64776], [1.95078, 0.58884, -1.93034], [0.37901, -0.26831, -1.81187], [3.63155, -1.52680, 0.56531], [3.79610, -0.05896, -0.42860], [5.18713, -1.89825, -1.32975], [3.93196, -1.46585, -2.49961], [4.13175, -3.71576, -2.21347]], "atomic_forces_ev_per_a": [[-0.954, 0.274, -0.457], [0.181, 0.326, 2.800], [-0.021, -1.208, -3.179], [-0.426, -0.239, 0.114], [0.307, 1.276, -1.232], [0.661, -0.191, 0.617], [2.867, 1.322, -2.326], [0.273, 2.398, 0.913], [-4.109, -3.289, 2.995], [-0.805, 0.869, 1.115], [0.301, 1.032, -1.619], [1.859, 0.049, 0.332], [0.293, 0.319, -0.420], [-1.613, -0.160, 0.045], [0.376, -1.853, -0.372], [0.730, -1.498, 0.889], [0.352, 0.114, 0.783], [0.304, 0.074, -0.793], [-0.267, 0.429, -0.071], [0.261, -0.186, 0.186], [0.126, -0.204, -0.333], [0.088, -0.072, 0.066], [-0.507, -0.411, -0.203], [-0.067, -0.060, -0.128], [0.110, -0.122, -0.107], [0.142, 0.167, -0.016], [0.168, 0.061, 0.249], [0.003, 0.005, -0.163], [0.121, 0.044, -0.148], [-0.111, -0.084, -0.014], [0.006, 0.029, -0.098], [0.042, 0.008, 0.156], [-0.207, -0.063, 0.039], [-0.148, 0.248, 0.019], [-0.044, 0.047, -0.112], [-0.076, -0.150, -0.050], [-0.050, 0.385, 0.142], [0.015, 0.216, 0.098], [-0.181, 0.097, 0.286]], "e_homo_ev": -7.36, "orbital_gap_ha": 0.2655, "molar_mass_g_mol": 233.31, "charge": 0, "e_tot_ev": -21352.30526}